(1)
Computed, not measured: 2 unconnected molecules or ions with the total composition C4H8ClN3 at a distorted geometry, with ωB97M-V with the def2-TZVPD basis set.

Last column: Mulliken charge in e.
CARTESIAN COORDINATES (ANGSTROEM)
H1 0.21 1.71 3.47  0.15
N1 -0.60 -0.41 0.66  0.21
H2 0.11 -1.68 2.20  0.37
C1 -1.86 0.34 0.73  -0.93
H3 -0.18 -2.47 0.63  0.37
H4 -2.14 0.51 1.77  0.38
C2 -0.55 -1.72 1.33  -1.08
H5 0.47 1.11 -0.31  0.44
H6 -2.65 -0.23 0.23  0.38
N2 0.30 1.47 2.48  -0.67
N3 0.90 3.44 1.08  -0.70
H7 -1.72 1.30 0.23  0.33
C3 0.49 0.15 0.21  0.00
H8 -1.57 -1.96 1.63  0.37
C4 0.62 2.53 1.80  0.45
Cl1 2.00 -0.62 0.20  -0.07

Computed properties:
Relative energy (zero: lowest compared OMol25 entry of this formula, charge and spin) ... 64.6 kcal/mol
LUMO energy ... -0.69 eV
Total charge ... 0

(2)
Computed, not measured: a molecular structure, C18H23As2N3O6Os at a distorted geometry, with ωB97M-V with the def2-TZVPD basis set.

Last column: Löwdin spin population.
CARTESIAN COORDINATES (ANGSTROEM)
C1 5.57 0.34 -0.06  0.00
C2 -4.34 0.90 -3.28  0.08
H1 -2.57 -2.59 3.68  0.00
C3 5.80 -1.35 1.67  0.00
C4 0.45 0.29 -2.75  0.03
C5 4.42 -1.39 1.80  0.01
C6 4.20 0.30 0.08  0.01
As1 -0.83 -0.63 -1.64  0.04
H2 6.44 -1.97 2.28  0.00
C7 -4.19 1.86 -1.08  0.06
C8 3.62 -0.57 1.01  0.00
C9 -2.99 1.19 -0.85  0.08
O1 8.46 -1.08 1.39  0.00
C10 -2.48 0.36 -1.85  0.26
N1 7.82 -0.44 0.59  0.00
C11 -1.10 -2.35 -2.47  0.02
H3 3.58 0.95 -0.52  0.00
As2 -2.07 1.47 0.85  0.12
C12 -3.49 1.98 2.09  0.04
H4 -3.83 2.98 1.84  0.01
N2 -0.91 -1.55 2.97  0.05
H5 -2.76 -0.43 -3.83  0.00
H6 -4.61 2.51 -0.32  0.00
H7 -0.23 -2.28 3.19  0.00
H8 -4.31 1.27 2.03  0.00
H9 -2.02 -2.80 -2.09  0.00
H10 -4.87 0.78 -4.22  0.00
Os1 -0.39 -0.74 0.76  2.37
C13 -4.86 1.72 -2.29  0.26
H11 -0.21 2.98 0.02  0.00
O2 1.39 0.15 0.45  0.09
N3 -2.22 -2.04 2.91  0.00
O3 -2.10 -1.66 0.67  0.16
H12 -5.79 2.25 -2.45  0.01
C14 -3.16 0.22 -3.06  0.06
H13 0.74 1.24 -2.30  0.00
O4 -3.84 -2.79 1.51  0.02
C15 2.17 -0.65 1.15  0.04
H14 6.05 1.00 -0.77  0.00
C16 6.34 -0.48 0.74  0.01
O5 8.24 0.14 -0.38  0.00
H15 -1.78 3.83 -0.02  0.00
O6 1.58 -1.48 1.87  0.11
H16 3.96 -2.07 2.52  0.00
C17 -2.81 -2.23 1.68  0.02
H17 -1.15 -2.23 -3.55  0.00
H18 -0.92 3.61 1.52  0.00
H19 1.33 -0.33 -2.88  0.00
H20 -0.25 -2.99 -2.22  0.00
H21 -0.01 0.47 -3.72  0.00
H22 -0.84 -0.83 3.69  0.00
H23 -3.09 1.98 3.10  0.00
C18 -1.15 3.16 0.55  0.03

Computed properties:
Relative energy (zero: lowest compared OMol25 entry of this formula, charge and spin) ... 13.2 kcal/mol
Spin multiplicity ... 5
LUMO energy (alpha / beta) ... -6.87 / -11.50 eV
Total charge ... +2

(3)
Computed, not measured: C23H27FN2O2 in the gas phase at a distorted geometry, with ωB97M-V with the def2-TZVPD basis set.

Last column: Mulliken charge in e.
CARTESIAN COORDINATES (ANGSTROEM)
C1 -2.85 0.63 -1.02  -0.36
H1 -1.50 -0.64 0.10  0.24
H2 -5.02 0.24 -0.93  0.49
F1 6.47 -0.46 -1.00  -0.27
H3 -0.70 4.53 -1.84  0.21
C2 1.06 -4.28 -0.82  -0.80
H4 3.10 -3.78 -0.56  0.64
N1 -2.38 0.98 0.32  0.06
C3 -0.13 -3.86 -0.84  -1.02
C4 4.40 0.21 1.60  -0.42
H5 2.64 2.84 -0.34  0.54
H6 -2.14 0.15 -1.70  0.22
H7 -2.82 1.33 2.14  0.52
C5 -4.06 -0.19 -1.03  -1.62
C6 -2.63 -2.30 -0.17  0.07
C7 2.08 -2.16 -0.14  -0.45
C8 -1.68 2.56 0.22  -1.81
H8 2.52 -0.76 2.19  1.03
N2 -1.38 -1.70 0.03  0.39
C9 0.78 -1.66 0.11  0.08
H9 -3.26 1.45 -1.64  0.43
H10 -0.24 4.49 -0.01  0.41
H11 1.11 1.12 -0.82  0.03
H12 -4.16 -0.79 -1.91  0.54
H13 -1.09 -4.21 -0.78  0.67
C10 -3.82 -1.28 0.15  0.52
C11 5.52 0.35 0.91  -0.57
O1 1.16 3.97 -1.07  -0.41
O2 -2.97 -3.40 -0.51  -0.68
H14 -2.62 3.17 -0.07  0.38
H15 4.39 0.78 2.71  0.09
C12 4.27 -1.24 -0.66  -0.82
C13 -3.25 1.06 1.24  -1.21
H16 -0.62 1.94 -1.68  1.31
H17 0.73 1.40 0.86  1.52
H18 1.97 3.41 0.95  0.25
C14 -0.18 3.85 -0.88  -0.72
H19 -2.76 -1.00 1.99  0.33
H20 1.22 -5.08 -1.23  0.77
C15 2.15 -3.59 -0.39  -1.03
C16 3.25 -0.60 1.58  -0.73
H21 0.75 -0.74 0.62  0.47
H22 -4.15 1.57 1.01  0.46
H23 4.33 -1.92 -1.56  0.37
H24 -1.39 2.69 1.10  1.03
C17 0.78 1.91 0.07  -1.21
C18 3.22 -1.16 0.32  1.09
C19 5.48 -0.71 -0.38  0.39
C20 -0.49 2.52 -0.91  -0.57
H25 -4.69 -1.98 0.33  0.40
H26 6.46 0.98 1.00  0.36
H27 -4.56 -0.65 2.16  0.38
C21 -3.69 -0.74 1.49  -0.99
C22 -0.25 -2.44 -0.18  -0.06
C23 1.67 3.18 -0.12  -0.96

Computed properties:
Relative energy (zero: lowest compared OMol25 entry of this formula, charge and spin) ... 408.0 kcal/mol
Structure (SMILES) ... O=C(Nc1cccc(-c2cccc(F)c2)c1)C1CCN(C[C@@H]2CCOC2)CC1
LUMO energy ... 0.42 eV
Total charge ... 0

(4)
Computed, not measured: 12 unconnected molecules or ions with the total composition C45H99N12O12 at a distorted geometry, with ωB97M-V with the def2-TZVPD basis set.

Last column: Löwdin spin population.
CARTESIAN COORDINATES (ANGSTROEM)
C1 -32.91 10.75 -24.29  0.00
H1 -32.83 12.78 -31.54  0.00
C2 -35.30 14.67 -32.88  0.02
N1 -35.78 14.06 -25.26  0.00
N2 -31.87 4.76 -35.74  0.00
H2 -32.27 4.43 -36.60  0.00
H3 -36.28 2.26 -26.87  0.00
H4 -37.13 13.17 -27.85  0.00
C3 -30.78 7.07 -29.61  0.02
H5 -37.64 1.60 -29.60  0.00
C4 -32.20 7.47 -29.22  0.03
N3 -34.93 13.99 -30.46  0.36
C5 -27.74 6.71 -26.61  0.00
N4 -35.00 5.71 -22.45  0.00
C6 -37.35 9.18 -27.26  0.00
H6 -36.66 9.99 -27.49  0.00
H7 -36.39 8.33 -32.74  0.00
H8 -35.25 9.58 -33.07  0.00
C7 -32.64 8.97 -31.16  0.00
H9 -34.33 6.37 -22.11  0.00
H10 -35.37 14.48 -33.95  0.00
H11 -36.93 5.33 -32.06  0.00
C8 -32.87 11.08 -28.05  0.00
C9 -26.61 8.12 -31.57  0.00
H12 -37.53 8.98 -26.20  0.00
H13 -34.15 1.66 -28.47  0.00
C10 -36.09 8.69 -34.85  0.00
C11 -35.99 2.71 -28.98  0.02
O1 -36.67 8.18 -29.33  0.00
C12 -34.35 10.38 -24.64  0.00
H14 -30.74 6.11 -30.13  0.00
C13 -33.19 13.61 -32.15  0.00
C14 -32.15 10.00 -28.88  0.03
N5 -36.31 3.79 -29.93  0.38
C15 -32.91 10.13 -30.21  0.00
H15 -25.64 8.16 -31.06  0.00
H16 -31.57 8.95 -31.39  0.00
H17 -35.78 3.97 -27.21  0.00
H18 -28.99 10.53 -31.67  0.00
H19 -31.35 5.49 -33.11  0.00
H20 -35.36 12.68 -28.18  0.00
H21 -37.84 12.22 -30.14  0.00
H22 -33.11 9.13 -32.13  0.00
H23 -32.77 6.78 -31.07  0.00
H24 -35.01 11.90 -33.24  0.00
C16 -32.75 5.42 -34.95  0.00
C17 -36.59 1.39 -29.39  0.02
H25 -30.28 7.88 -30.13  0.00
O2 -28.32 4.79 -25.40  0.00
H26 -30.48 15.82 -30.55  0.00
H27 -28.52 9.15 -32.73  0.00
H28 -36.18 0.81 -30.21  0.00
C18 -29.90 14.64 -28.76  0.00
H29 -30.37 11.24 -28.45  0.00
H30 -32.90 6.17 -32.82  0.00
C19 -36.69 12.11 -31.90  0.00
H31 -34.69 7.99 -33.25  0.00
H32 -35.54 13.13 -25.60  0.00
N6 -29.67 15.12 -27.52  0.00
N7 -32.37 8.63 -28.30  0.39
C20 -35.85 3.80 -31.32  0.02
H33 -32.90 11.16 -23.27  0.00
H34 -35.82 9.09 -24.15  0.00
N8 -29.90 6.37 -25.44  0.00
H35 -32.48 12.08 -28.22  0.00
O3 -33.90 5.61 -35.30  0.00
H36 -29.14 14.48 -26.94  0.00
C21 -36.79 12.35 -30.41  0.00
O4 -34.90 15.56 -23.87  0.00
H37 -36.56 3.10 -33.24  0.00
H38 -38.04 14.94 -29.44  0.00
H39 -34.04 3.22 -32.25  0.00
H40 -34.86 7.24 -35.69  0.00
C22 -33.34 14.31 -25.26  0.00
O5 -27.48 9.64 -29.88  0.00
H41 -26.28 8.33 -32.59  0.00
C23 -37.34 14.73 -30.25  0.02
H42 -36.07 8.09 -36.69  0.00
N9 -37.30 6.75 -27.72  0.00
C24 -32.72 6.17 -28.56  0.00
C25 -30.93 15.25 -29.73  0.00
H43 -37.54 2.48 -31.88  0.00
N10 -28.47 9.69 -31.88  0.00
H44 -36.67 0.71 -28.53  0.00
H45 -32.90 15.15 -25.79  0.00
H46 -36.32 11.53 -29.86  0.00
H47 -36.54 14.31 -24.64  0.00
H48 -32.78 13.93 -24.40  0.00
H49 -34.79 6.83 -25.48  0.00
C26 -35.85 5.16 -32.07  0.00
H50 -32.86 14.61 -31.90  0.00
H51 -32.72 5.36 -29.30  0.00
H52 -38.27 9.69 -27.56  0.00
C27 -33.76 2.46 -30.30  0.00
H53 -31.82 6.94 -33.86  0.00
H54 -32.69 11.13 -30.59  0.00
C28 -34.69 13.67 -31.88  0.03
C29 -34.30 3.58 -31.25  0.00
H55 -35.74 14.26 -27.80  0.00
O6 -37.48 4.42 -29.71  0.51
H56 -36.29 14.96 -32.54  0.00
C30 -30.70 10.35 -29.00  0.02
H57 -34.06 7.62 -30.28  0.00
N11 -35.66 7.86 -35.80  0.00
H58 -37.03 11.09 -32.10  0.00
O7 -35.06 11.04 -25.40  0.00
H59 -32.84 13.49 -33.17  0.00
C31 -35.58 8.59 -33.42  0.00
H60 -37.24 6.66 -26.72  0.00
H61 -33.40 13.44 -25.92  0.00
H62 -31.56 15.87 -29.10  0.00
H63 -29.91 16.04 -27.18  0.00
O8 -31.88 8.45 -27.08  0.50
N12 -34.85 9.32 -24.01  0.00
H64 -37.08 6.09 -28.45  0.00
H65 -30.11 9.55 -28.57  0.00
C32 -35.21 12.22 -32.22  0.00
C33 -36.17 13.40 -28.30  0.00
H66 -36.05 1.77 -32.17  0.00
H67 -37.36 3.52 -27.39  0.00
H68 -33.49 5.62 -25.17  0.00
H69 -27.21 6.20 -27.42  0.00
H70 -30.46 10.62 -30.03  0.00
H71 -32.47 11.55 -24.88  0.00
H72 -28.18 7.64 -26.95  0.00
H73 -34.24 8.92 -23.32  0.00
C34 -27.54 9.21 -31.02  0.00
C35 -32.20 5.94 -33.62  0.00
H74 -37.29 12.76 -32.53  0.00
H75 -36.90 15.70 -30.51  0.00
C36 -34.72 14.67 -24.70  0.00
H76 -35.67 5.20 -21.89  0.00
H77 -32.63 10.94 -26.99  0.00
H78 -32.06 5.78 -27.79  0.00
H79 -34.07 1.57 -30.85  0.00
H80 -33.95 11.02 -28.07  0.00
H81 -35.44 5.89 -31.38  0.00
O9 -36.99 9.49 -35.06  0.00
H82 -30.31 5.81 -24.71  0.00
H83 -26.94 6.90 -25.89  0.00
H84 -33.83 4.50 -30.90  0.00
H85 -31.09 4.22 -35.39  0.00
H86 -34.65 11.46 -31.67  0.00
H87 -31.62 14.47 -30.03  0.00
H88 -33.94 3.41 -28.45  0.00
O10 -34.42 15.13 -29.91  0.54
C37 -32.99 7.67 -30.48  0.00
H89 -37.90 14.51 -31.17  0.00
C38 -37.05 7.99 -28.19  0.00
H90 -35.38 5.17 -33.05  0.00
H91 -34.76 15.62 -32.81  0.00
C39 -36.36 3.11 -27.55  0.00
O11 -35.91 4.73 -24.21  0.00
C40 -35.08 5.51 -23.78  0.00
H92 -32.23 9.91 -24.41  0.00
C41 -36.53 2.75 -32.21  0.02
H93 -33.99 10.24 -30.09  0.00
H94 -33.66 6.32 -28.03  0.00
H95 -30.22 7.31 -25.62  0.00
H96 -32.68 2.58 -30.31  0.00
H97 -26.99 7.14 -31.30  0.00
C42 -28.71 5.84 -25.88  0.00
C43 -34.49 2.59 -28.93  0.00
C44 -36.25 13.69 -29.83  0.02
H98 -30.07 6.93 -28.78  0.00
O12 -29.53 13.50 -28.99  0.00
H99 -33.49 7.04 -24.28  0.00
C45 -34.19 6.33 -24.72  0.00

Computed properties:
Relative energy (zero: lowest compared OMol25 entry of this formula, charge and spin) ... 32.7 kcal/mol
Spin multiplicity ... 4
LUMO energy (alpha / beta) ... 0.01 / -0.17 eV
Total charge ... 0